Record 1
DFT (ωB97M-V with the def2-TZVPD basis set) results for an isolated molecule of C10H21N3O7S2 in a non-equilibrium geometry.

Geometry as XYZ:
```
43
Properties=species:S:1:pos:R:3:lowdin_charge:R:1
C 3.7285 -0.1409 -4.0219 -0.10
O 2.3556 0.0908 -3.6141 -0.26
S 2.2411 -0.0439 -1.9283 0.77
O 2.1169 1.3134 -1.3201 -0.31
O 3.3242 -0.8356 -1.3229 -0.26
N 0.7341 -0.7978 -1.8546 0.01
C 0.7546 -2.1427 -1.9814 -0.50
O 1.5066 -2.7169 -2.7428 0.08
C -0.0326 -2.9936 -0.9397 -0.07
C -1.4335 -2.4688 -0.4745 -0.19
C -1.6062 -2.6000 1.0637 -0.19
C -2.9292 -1.9664 1.6589 -0.20
C -3.0840 -0.4672 1.4591 -0.19
C -2.2543 0.3298 2.5097 -0.14
N -1.6620 1.5160 1.8672 0.09
C -0.6189 1.3904 0.9879 -0.63
O -0.1675 0.3373 0.6393 0.08
N -0.0532 2.5192 0.4837 0.00
S 0.7781 3.3093 1.7291 0.63
C 1.7104 4.5231 0.8089 -0.13
O 1.6842 2.4178 2.4003 -0.28
O -0.1801 3.9650 2.6133 -0.32
H 4.3964 0.3943 -3.3515 0.08
H 3.9051 0.1669 -5.0299 0.08
H 3.9803 -1.2238 -4.0122 0.10
H 0.2934 -0.5364 -0.9969 0.06
H -0.2185 -3.9648 -1.4169 0.12
H 0.6072 -3.1674 -0.0567 0.13
H -2.2109 -3.0760 -0.9561 0.11
H -1.5668 -1.4392 -0.8496 0.09
H -1.5304 -3.6548 1.3286 0.11
H -0.7869 -2.1157 1.5549 0.08
H -3.7654 -2.5182 1.1839 0.11
H -3.0179 -2.1795 2.7167 0.10
H -4.1521 -0.2148 1.4507 0.11
H -2.7710 -0.2280 0.4473 0.09
H -1.4457 -0.3081 2.8926 0.12
H -2.8989 0.5789 3.3802 0.13
H -2.0534 2.4468 2.0921 0.15
H 0.6317 2.2640 -0.2239 0.08
H 2.2434 5.2018 1.4665 0.07
H 2.4625 3.9779 0.1868 0.08
H 0.9850 5.0576 0.1726 0.08
```

Output
* SMILES: COS(=O)(=O)NC(=O)CCCCCCNC(=O)NS(C)(=O)=O
* molar mass: 359.426 g mol⁻¹
* energy above the lowest of the compared OMol25 structures with the same formula, charge and spin: 0.0 kJ/mol
* Kohn-Sham gap: 10.600 eV

---

Record 2
DFT (ωB97M-V with the def2-TZVPD basis set) results for a cluster of 4 separate species, C10H21N5O2PS in total in a non-equilibrium geometry.

Geometry as XYZ:
```
40
Properties=species:S:1:pos:R:3:lowdin_charge:R:1
C -1.2424 4.5741 -1.0562 0.01
C -1.1746 3.0837 -0.4527 -0.46
O -0.5849 2.9822 0.6253 0.08
N -1.8963 2.0560 -1.1919 -0.40
C -3.2584 1.9013 -0.5422 -0.08
S -1.1355 0.5660 -1.4571 0.86
C 0.2995 0.1821 -0.3557 -0.26
P -0.1482 0.8132 -3.4087 0.75
N 0.8755 -0.5964 -3.6382 -0.19
O -1.4121 0.6933 -4.5411 -0.33
H -2.2386 5.0471 -0.7460 0.10
H -0.4436 5.2403 -0.5850 0.10
H -1.1196 4.5805 -2.1853 0.09
H -3.1426 1.2738 0.4084 0.11
H -3.7004 2.9114 -0.2618 0.12
H -3.9678 1.3900 -1.2630 0.10
H 0.9910 -0.4601 -1.0116 0.07
H -0.0598 -0.4955 0.4702 0.06
H 0.9138 1.0687 -0.0320 0.07
H 1.3623 -0.4696 -4.5413 0.06
H 0.2865 -1.4413 -3.7790 0.01
H -2.2737 0.8501 -4.1033 0.05
C 1.7571 1.7041 3.1570 -0.07
C 3.0789 1.1599 2.8415 -0.28
N 4.1156 0.7303 2.5923 0.13
H 1.3640 1.2901 4.0877 0.09
H 1.7859 2.7894 3.2712 0.09
H 1.0333 1.4799 2.3707 0.04
C -1.0321 -3.3765 0.1575 -0.08
C -0.8056 -3.2003 -1.2773 -0.25
N -0.6284 -3.0465 -2.4040 0.14
H -1.5815 -2.5343 0.5839 0.08
H -1.6107 -4.2789 0.3653 0.10
H -0.0913 -3.4600 0.7060 0.01
C 3.0280 -4.3946 2.9516 -0.05
C 1.7650 -3.7037 2.6903 -0.23
N 0.7722 -3.1596 2.4852 0.13
H 2.8621 -5.4306 3.2533 0.09
H 3.6658 -4.4110 2.0657 0.09
H 3.5918 -3.9086 3.7502 0.09
```

Output
* molar mass: 306.352 g mol⁻¹
* energy above the lowest of the compared OMol25 structures with the same formula, charge and spin: 139.8 kJ/mol
* Kohn-Sham gap: 9.533 eV
* charge: +1

---

Record 3
DFT (ωB97M-V with the def2-TZVPD basis set) results for a structure of composition C10H21N5O4 in a non-equilibrium geometry.

Geometry as XYZ:
```
40
Properties=species:S:1:pos:R:3:lowdin_charge:R:1
C -2.0699 -0.0257 -0.6940 -0.39
C -0.8658 -1.0410 -0.5336 -0.44
C -2.5328 0.2552 0.6318 -0.23
C -3.0499 1.6026 0.9058 -0.20
C -2.0703 2.3657 1.8397 -0.17
C -0.3409 3.0157 -0.1119 -0.59
C 1.4728 -1.7459 -0.5931 -0.16
C 1.7483 -2.4994 0.6870 -0.46
C 2.6739 -0.9085 -0.8491 -0.37
C 2.7877 0.2358 0.1827 -0.05
H -2.9321 -0.1880 -2.4966 0.12
H -2.8677 -1.7542 -1.3818 0.14
H -1.5717 0.8124 -1.3118 0.16
H -3.5096 -0.2141 0.7545 0.12
H -1.8117 0.0568 1.5261 0.16
H -3.9181 1.2763 1.5926 0.14
H -3.2849 2.2388 0.1357 0.09
H -2.3846 3.2644 2.0990 0.04
H -2.0227 1.6513 2.7778 0.16
H -0.2125 1.6299 1.1827 0.13
H 0.6832 2.8286 -1.7402 0.08
H -0.7019 4.8396 -0.9756 0.07
H -1.4646 4.7429 0.5399 0.14
H 0.7583 0.2836 -0.7576 0.10
H 1.2935 -2.3765 -1.4294 0.16
H 2.6514 -0.5659 -1.9308 0.16
H 4.5114 -1.9992 -0.3887 0.16
H 1.9358 1.0655 -0.2285 0.06
H 3.7691 0.6635 0.1494 0.05
H 2.2122 0.1816 1.4657 0.20
H -0.0997 -3.2098 0.2971 0.07
N -3.0649 -0.6514 -1.5189 0.02
N -0.7471 2.5700 1.1768 0.03
N 0.4969 2.4767 -0.8122 0.12
N -1.0189 4.2209 -0.2804 0.12
N 0.3917 -0.6585 -0.4127 0.14
O -1.1738 -2.2096 -0.4651 0.04
O 2.7528 -2.6913 1.3033 0.13
O 4.0087 -1.5698 -1.2434 -0.13
O 0.6677 -3.3366 0.9378 0.06
```

Output
* molar mass: 275.309 g mol⁻¹
* energy above the lowest of the compared OMol25 structures with the same formula, charge and spin: 674.8 kJ/mol
* Kohn-Sham gap: 9.870 eV

---

Record 4
DFT (ωB97M-V with the def2-TZVPD basis set) results for an isolated molecule of C10H21N5O4 in a non-equilibrium geometry.

Geometry as XYZ:
```
40
Properties=species:S:1:pos:R:3:lowdin_charge:R:1
H -2.5582 2.3124 4.9403 -0.01
N -3.2301 2.1331 4.2343 0.07
C -3.3196 0.8567 3.8815 -0.59
N -4.3767 0.4366 3.2116 0.19
N -2.2154 0.1292 3.8735 0.04
C -1.9875 -1.1657 3.3614 -0.21
C -1.0897 -1.2322 2.0983 -0.17
C -1.5215 -0.3720 0.8307 -0.13
C -0.5221 -0.5804 -0.4201 -0.13
N 0.2674 0.7103 -0.7031 0.13
C 1.2360 1.0255 -1.5975 -0.45
O 1.0095 2.0731 -2.2010 0.06
C 2.3053 -0.0235 -2.0080 -0.20
N 1.7259 -0.4200 -3.3680 0.10
C 3.6797 0.8235 -2.2778 -0.37
C 4.7557 -0.0883 -2.5705 -0.07
O 3.4562 1.6794 -3.4869 -0.09
C -1.4109 -1.2081 -1.5812 -0.47
O -2.3504 -1.9863 -1.5349 0.09
O -1.0252 -0.9641 -2.7995 0.15
H -4.4244 -0.5479 3.2396 0.08
H -5.1641 0.9091 3.2444 0.05
H -1.4213 0.6432 3.9131 0.10
H -2.9588 -1.6696 3.2681 0.11
H -1.3991 -1.8804 3.9976 0.12
H -0.0655 -1.0339 2.4119 0.10
H -0.9582 -2.3067 1.6605 0.14
H -1.7683 0.6724 0.9184 0.09
H -2.5970 -0.7912 0.4813 0.15
H 0.1801 -1.3565 0.0013 0.14
H -0.3577 1.4186 -0.8189 0.09
H 2.4910 -0.9161 -1.2793 0.17
H 1.9857 0.5785 -3.4284 0.05
H 2.3244 -1.0783 -3.7658 0.05
H 4.0190 1.6431 -1.5962 0.16
H 4.3475 -0.8000 -3.2479 0.07
H 5.5333 0.6226 -2.9667 0.12
H 4.9680 -0.5635 -1.5953 0.10
H 3.0447 2.5276 -3.2112 0.10
H -0.6076 -0.2103 -3.1095 0.06
```

Output
* SMILES: [H]/N=C(/N)NCCC[C@H](NC(=O)[C@@H](N)[C@@H](C)O)C(=O)O
* molar mass: 275.309 g mol⁻¹
* energy above the lowest of the compared OMol25 structures with the same formula, charge and spin: 609.6 kJ/mol
* Kohn-Sham gap: 8.747 eV

---

Record 5
DFT (ωB97M-V with the def2-TZVPD basis set) results for a structure of composition C10H21N5O5PS2 in a non-equilibrium geometry.

Geometry as XYZ:
```
44
Properties=species:S:1:pos:R:3:lowdin_charge:R:1
N 1.8798 2.1301 -0.4691 0.07
C 2.8579 2.6619 -1.1961 -0.25
C 3.4341 2.1028 -2.5910 -0.24
S 3.5271 0.2203 -2.6931 0.59
O 3.5819 -0.0547 -4.2144 -0.45
O 2.2278 -0.4125 -2.2271 -0.40
N 4.9645 -0.4449 -2.0515 -0.38
S 5.0027 -0.5581 -0.3470 0.45
O 3.6545 -0.6800 0.3831 -0.52
O 5.7920 -1.8475 -0.0166 -0.47
P 6.1023 1.0211 0.6536 0.77
N 7.1104 1.7945 -0.6078 -0.22
O 4.9520 2.1660 1.3075 -0.42
H 1.7805 2.7629 0.3629 0.05
H 3.3179 3.6592 -0.7980 0.11
H 4.4242 2.5895 -2.9378 0.09
H 2.6439 2.4036 -3.3995 0.11
H 6.4138 2.1399 -1.3084 0.01
H 7.5343 2.6095 -0.1088 0.02
H 4.5859 1.8103 2.1686 0.05
C -1.3343 -2.0426 -0.2242 -0.15
C -1.3775 -1.5935 1.2318 -0.28
C -0.5457 -0.3390 1.4981 -0.19
C 0.8871 -0.5621 1.2752 -0.14
N 2.0165 -0.7424 1.0850 0.11
H -0.3194 -2.3192 -0.5257 0.08
H -1.9722 -2.9172 -0.3678 0.06
H -1.6862 -1.2530 -0.8886 0.06
H -1.0380 -2.4145 1.8732 0.11
H -2.4176 -1.3875 1.5026 0.06
H -0.6976 -0.0271 2.5374 0.11
H -0.8973 0.4837 0.8668 0.11
C -7.2960 0.0397 0.3610 -0.11
C -7.0368 -1.2893 1.0595 -0.27
C -5.5983 -1.4372 1.5553 -0.19
C -4.6290 -1.4608 0.4551 -0.19
N -3.8702 -1.4699 -0.4133 0.18
H -6.6864 0.1435 -0.5412 0.07
H -8.3445 0.1091 0.0614 0.07
H -7.0750 0.8802 1.0236 0.08
H -7.2872 -2.1097 0.3785 0.11
H -7.7130 -1.3699 1.9177 0.11
H -5.5130 -2.3706 2.1218 0.12
H -5.3557 -0.6247 2.2475 0.12
```

Output
* molar mass: 386.416 g mol⁻¹
* energy above the lowest of the compared OMol25 structures with the same formula, charge and spin: 0.0 kJ/mol
* Kohn-Sham gap: 6.843 eV
* charge: -1

---

Record 6
DFT (ωB97M-V with the def2-TZVPD basis set) results for a structure of composition C10H21N5O6S3W.

Geometry as XYZ:
```
46
Properties=species:S:1:pos:R:3:lowdin_charge:R:1
W 0.8914 -0.2643 0.4585 1.40
C -1.8408 0.3741 1.8856 -0.05
C -0.7410 0.4753 2.9264 -0.11
O 0.4518 0.9485 2.2447 -0.39
C 0.8457 2.3560 2.4312 -0.08
C 0.5443 3.0800 1.1465 -0.10
O 0.9064 2.1664 0.0841 -0.35
C 0.7579 2.7527 -1.2369 -0.09
C 0.8991 1.6016 -2.1957 -0.07
O 0.1547 0.4663 -1.6532 -0.30
C -1.2779 0.4626 -1.8173 -0.09
C -1.9140 0.8230 -0.5038 -0.06
O -1.2055 0.0824 0.5721 -0.32
H -2.3678 1.3196 1.7668 0.15
H -2.5551 -0.4183 2.0996 0.16
H -0.4926 -0.4796 3.3844 0.11
H -1.0143 1.1710 3.7183 0.17
H 1.9035 2.3448 2.6767 0.12
H 0.2940 2.7653 3.2746 0.16
H 1.1356 3.9949 1.0733 0.17
H -0.5139 3.3362 1.0461 0.15
H -0.2221 3.2328 -1.2960 0.15
H 1.5295 3.5067 -1.4002 0.17
H 1.9296 1.2572 -2.2721 0.14
H 0.5326 1.8397 -3.1937 0.17
H -1.5644 -0.5349 -2.1451 0.14
H -1.5810 1.1726 -2.5885 0.17
H -2.9617 0.5248 -0.4676 0.17
H -1.8252 1.8826 -0.2687 0.13
N -1.4237 -3.2711 0.7301 0.06
N -1.4764 -3.4838 -0.6567 0.04
C -0.5390 -3.0432 -1.4846 -0.31
N -0.4876 -3.5082 -2.7121 0.29
N 0.3363 -2.0521 -1.0152 0.04
N 1.5062 -1.9149 -1.6172 -0.35
O 1.9689 -2.4728 -2.5402 0.26
O 2.1807 -0.9782 -0.9768 -0.24
H -2.3694 -3.0638 1.0412 0.12
H -1.1549 -4.1486 1.1759 0.13
H -2.1472 -4.1568 -1.0200 0.19
H -1.0704 -4.2896 -2.9965 0.18
H 0.1827 -3.1897 -3.3976 0.14
S 5.3353 -1.2591 1.7416 1.18
C 4.2075 -0.3787 1.3242 -1.07
S 3.1354 0.7878 0.8586 0.84
S 1.1171 -1.8175 1.7949 0.65
```

Output
* molar mass: 587.348 g mol⁻¹
* energy above the lowest of the compared OMol25 structures with the same formula, charge and spin: 0.0 kJ/mol
* Kohn-Sham gap: 7.697 eV
* charge: +4